DFT (ωB97M-V with the def2-TZVPD basis set) results for a cluster of 3 separate species, C25H29B2Cl4O4S in total.

Bonds (Å) are listed after each position.
Atoms and positions in Å:
1 Cl 0.282 -1.495 1.366  B2 1.758
2 B -1.338 -1.109 0.799  Cl1 1.758, Cl3 1.754, Cl4 1.768
3 Cl -1.613 -0.512 -0.827  B2 1.754
4 Cl -2.708 -1.503 1.843  B2 1.768
5 O -1.276 1.754 1.667  C6 1.347, B25 1.398
6 C -0.741 2.944 1.331  O5 1.347, C7 1.437, H14 1.090
7 C 0.434 2.813 0.515  C6 1.437, C8 1.415, C13 1.414
8 C 0.488 3.248 -0.831  C7 1.415, C9 1.387, H15 1.092
9 C 1.670 3.113 -1.544  C8 1.387, C10 1.397, H16 1.090
10 C 2.801 2.588 -0.915  C9 1.397, Cl11 1.717, C12 1.402
11 Cl 4.315 2.573 -1.726  C10 1.717
12 C 2.712 2.005 0.357  C10 1.402, C13 1.389, H17 1.083
13 C 1.500 2.043 1.034  C7 1.414, C12 1.389, H18 1.090
14 H -1.417 3.793 1.237  C6 1.090
15 H -0.400 3.689 -1.287  C8 1.092
16 H 1.755 3.459 -2.574  C9 1.090
17 H 3.589 1.559 0.810  C12 1.083
18 H 1.353 1.536 1.988  C13 1.090
19 C 4.311 6.001 -2.050  O20 1.450, H42 1.091, H43 1.098, H44 1.097
20 O 4.369 5.633 -0.648  C19 1.450, C21 1.357
21 C 3.267 5.825 0.121  O20 1.357, C22 1.412, C41 1.414
22 C 3.382 5.354 1.447  C21 1.412, C23 1.371, H45 1.086
23 C 2.243 5.181 2.189  C22 1.371, C24 1.411, H46 1.085
24 C 0.995 5.608 1.684  C23 1.411, C26 1.419, C40 1.409
25 B -2.293 1.187 2.440  O5 1.398, O32 1.374, O39 1.386
26 C -0.124 5.715 2.549  C24 1.419, C27 1.402, S31 1.766
27 C -1.361 6.337 2.322  C26 1.402, C28 1.428, H47 1.081
28 C -1.967 6.812 3.525  C27 1.428, C29 1.391, H48 1.086
29 C -1.259 6.448 4.665  C28 1.391, C30 1.476, S31 1.719
30 C -1.402 7.014 6.020  C29 1.476, H49 1.094, H50 1.097, H51 1.100
31 S 0.035 5.384 4.277  C26 1.766, C29 1.719
32 O -3.610 1.239 2.053  B25 1.374, C33 1.455
33 C -4.275 1.907 3.161  O32 1.455, C34 1.535, C35 1.514, C36 1.614
34 C -4.434 3.360 2.695  C33 1.535, H52 1.098, H53 1.097, H54 1.097
35 C -5.617 1.217 3.278  C33 1.514, H55 1.090, H56 1.094, H57 1.095
36 C -3.266 1.687 4.402  C33 1.614, C37 1.518, C38 1.522, O39 1.448
37 C -2.970 2.995 5.114  C36 1.518, H58 1.101, H59 1.095, H60 1.100
38 C -3.668 0.645 5.436  C36 1.522, H61 1.095, H62 1.096, H63 1.099
39 O -2.052 1.171 3.805  B25 1.386, C36 1.448
40 C 0.907 6.117 0.374  C24 1.409, C41 1.381, H64 1.087
41 C 2.043 6.321 -0.384  C21 1.414, C40 1.381, H65 1.085
42 H 5.301 5.738 -2.428  C19 1.091
43 H 3.539 5.423 -2.576  C19 1.098
44 H 4.123 7.077 -2.154  C19 1.097
45 H 4.369 5.101 1.821  C22 1.086
46 H 2.305 4.709 3.164  C23 1.085
47 H -1.759 6.495 1.330  C27 1.081
48 H -2.863 7.425 3.562  C28 1.086
49 H -2.173 7.790 6.005  C30 1.094
50 H -1.673 6.245 6.754  C30 1.097
51 H -0.452 7.472 6.333  C30 1.100
52 H -5.000 3.990 3.395  C34 1.098
53 H -3.451 3.811 2.506  C34 1.097
54 H -4.968 3.330 1.738  C34 1.097
55 H -6.202 1.596 4.116  C35 1.090
56 H -6.191 1.407 2.367  C35 1.094
57 H -5.503 0.131 3.376  C35 1.095
58 H -3.892 3.416 5.541  C37 1.101
59 H -2.258 2.848 5.933  C37 1.095
60 H -2.520 3.736 4.437  C37 1.100
61 H -4.601 0.898 5.952  C38 1.095
62 H -3.760 -0.347 4.981  C38 1.096
63 H -2.882 0.583 6.202  C38 1.099
64 H -0.065 6.371 -0.040  C40 1.087
65 H 1.988 6.789 -1.361  C41 1.085

The HOMO-LUMO gap is 3.8 eV. The value obtained for the LUMO energy is 2.49 eV. The value obtained for the HOMO energy is -1.3 eV. Its energy relative to the best compared isomer or geometry (same formula, charge and spin) is 1.836 eV. As for the net charge: -1. For the energy, the calculation gives -3559.8125 Ha.